Entry 1:
Entry from the OMol25 dataset: one molecule with the formula C25H20N4OS (ωB97M-V with the def2-TZVPD basis set).

```
51
Properties=species:S:1:pos:R:3:forces:R:3
O -1.310675 -1.909736 -2.036646 0.1 0.0 -0.1
C -2.049139 -2.183511 -1.108816 -0.3 -0.3 -0.1
C -2.216649 -3.630212 -0.675173 0.3 -0.1 0.2
S -1.341079 -3.948614 0.906458 0.1 -0.2 -0.2
C 0.070829 -2.941388 0.503268 -0.4 -0.1 0.2
N 1.060696 -3.489777 -0.171500 -0.5 -0.9 0.2
N 2.133446 -2.778567 -0.311755 1.2 0.2 -0.3
C 2.188677 -1.508177 0.051680 -1.1 0.3 0.2
C 3.493067 -0.855004 0.010090 0.6 0.2 -0.1
C 3.830264 0.127675 0.940258 0.0 -0.2 -0.1
C 5.078151 0.718772 0.898883 0.0 0.1 0.1
C 5.998378 0.341102 -0.066186 0.0 0.0 0.0
C 5.672816 -0.644612 -0.984162 0.1 0.0 0.0
C 4.429975 -1.246617 -0.945099 -0.2 0.1 0.1
C 0.976947 -0.871578 0.450222 0.5 -0.9 -0.2
C 0.740736 0.566335 0.457005 0.0 0.6 0.2
C 1.356210 1.403526 -0.471860 -0.1 -0.1 0.1
C 1.103968 2.761007 -0.446322 0.0 0.1 0.0
C 0.247286 3.295723 0.502495 0.1 0.0 0.0
C -0.379257 2.465119 1.417170 0.0 0.1 0.0
C -0.143733 1.105335 1.390114 0.2 -0.1 -0.1
N -0.030796 -1.659386 0.788980 0.0 0.5 0.2
N -2.739152 -1.257471 -0.405478 -0.1 0.0 -0.1
C -3.618186 -1.552420 0.723788 -0.3 -0.4 0.4
C -4.077391 -0.191507 1.271095 0.0 0.0 0.0
C -3.466695 0.791097 0.318111 0.1 -0.1 -0.2
C -3.583371 2.162706 0.288223 0.0 -0.1 -0.1
C -2.909233 2.869637 -0.698685 -0.1 0.1 0.0
C -2.131404 2.203005 -1.629070 -0.1 0.0 0.0
C -2.008303 0.821634 -1.608734 0.1 -0.1 -0.2
C -2.687938 0.123244 -0.626588 -0.1 0.5 0.0
H -3.254092 -3.911741 -0.507399 -0.1 0.0 0.0
H -1.764586 -4.269565 -1.433830 -0.1 0.2 0.0
H 3.120986 0.413720 1.703440 0.0 0.0 0.0
H 5.334951 1.476359 1.624379 0.0 0.1 0.1
H 6.970250 0.810708 -0.097821 0.1 0.0 0.0
H 6.391978 -0.946130 -1.731102 0.1 0.0 -0.1
H 4.161690 -2.017713 -1.650241 0.0 -0.1 -0.1
H 2.010775 0.985996 -1.222159 0.1 0.0 0.0
H 1.578682 3.405883 -1.170691 0.0 0.1 -0.1
H 0.062195 4.359201 0.523818 0.0 0.1 0.0
H -1.055405 2.879560 2.149727 -0.1 0.0 0.1
H -0.623532 0.443653 2.094852 -0.1 -0.1 0.1
H -4.470458 -2.147366 0.379460 0.1 0.0 0.1
H -3.073578 -2.128511 1.475256 -0.1 0.1 -0.1
H -3.713243 -0.024791 2.286487 0.0 0.0 0.0
H -5.164970 -0.107588 1.290419 0.0 0.0 0.0
H -4.190926 2.676735 1.018389 -0.1 0.1 0.1
H -2.993449 3.945125 -0.738986 0.0 0.1 0.0
H -1.610047 2.763984 -2.389956 0.1 0.1 -0.1
H -1.405659 0.305118 -2.335812 0.0 0.0 0.0
```
Positions in Å, forces in eV/Å.

E_LUMO = -0.22 eV
SMILES string = O=C(CSc1nnc(-c2ccccc2)c(-c2ccccc2)n1)N1CCc2ccccc21
2S+1 = 1

***

Entry 2:
Entry from the OMol25 dataset: C37H66BHgO41 as an isolated structure (ωB97M-V with the def2-TZVPD basis set).

```
146
Properties=species:S:1:pos:R:3:forces:R:3
Hg 15.367508 -11.284643 -4.742435 -0.8 1.1 0.1
O 12.198011 -3.661714 -4.932158 -1.1 1.6 -1.5
C 12.833939 -4.394298 -4.279545 0.9 -0.6 1.7
O 12.494526 -5.614515 -3.922020 0.1 -1.0 -0.1
B 13.565067 -6.256794 -3.109105 -1.3 1.7 -0.3
O 14.505183 -5.173519 -2.885025 0.6 -0.6 0.3
C 14.156267 -4.056816 -3.532112 -0.3 -1.2 -0.2
O 14.777995 -3.052786 -3.517079 0.3 0.8 -0.2
O 14.104554 -7.404248 -3.878199 0.6 0.6 -0.2
C 13.946794 -8.478821 -3.191261 -0.8 1.2 0.5
O 14.244092 -9.572470 -3.547578 0.6 -2.0 -0.2
C 13.178783 -8.124780 -1.900823 -0.2 0.8 0.1
O 12.996351 -6.818344 -1.884845 0.6 -0.1 -0.5
O 12.762127 -8.884415 -1.098707 -0.1 -1.3 0.7
C 13.898997 -11.284754 -8.938412 0.4 -0.2 0.5
O 12.906776 -10.485128 -8.288649 -0.3 -0.1 -0.8
C 12.755466 -10.528220 -6.990208 0.3 1.1 -0.9
O 13.585982 -10.958253 -6.225658 0.6 -1.2 1.2
O 11.654681 -9.908169 -6.697087 -0.9 0.2 0.5
C 11.289312 -9.743782 -5.313906 -0.1 -0.1 0.3
H 13.784145 -12.324205 -8.631180 -0.1 0.0 -0.3
H 14.915430 -10.985323 -8.680796 -0.1 0.2 0.1
H 13.737147 -11.129478 -9.996850 -0.1 -0.2 -0.1
H 10.342835 -9.213014 -5.264488 0.0 0.1 -0.4
H 12.039495 -9.141471 -4.805658 0.0 -0.2 0.0
H 11.128896 -10.717158 -4.849510 0.3 0.1 0.0
C 17.851811 -8.062988 -2.582939 -0.3 1.1 -0.1
O 18.781283 -9.066233 -3.052608 -0.7 0.4 0.7
C 18.280266 -10.152197 -3.543730 1.3 0.1 -1.1
O 17.107423 -10.434721 -3.616909 -2.1 -0.3 0.3
O 19.156008 -10.933755 -4.093850 0.7 -1.2 -0.1
C 20.537656 -10.608171 -3.981030 1.4 1.5 0.3
H 17.774022 -7.272341 -3.332249 0.5 -0.1 0.0
H 18.268398 -7.638582 -1.678298 0.0 -0.1 0.1
H 16.820806 -8.384128 -2.461178 0.3 -0.7 0.3
H 20.711808 -9.571737 -4.288530 -0.2 -0.2 -0.4
H 21.163434 -11.250936 -4.585446 -0.5 -0.4 -0.2
H 20.937016 -10.588697 -2.963137 -0.6 -0.6 0.1
C 15.943768 -6.587716 -6.233380 -0.2 0.1 0.2
O 16.374965 -7.448992 -7.297960 -0.3 1.1 -0.1
C 16.236085 -8.727699 -7.181966 1.9 0.1 -0.6
O 15.893570 -9.327254 -6.201380 -1.1 -0.7 1.8
O 16.712476 -9.383163 -8.204649 0.5 -1.2 -1.1
C 17.338932 -8.732893 -9.326265 -0.5 0.7 -0.7
H 16.182386 -5.590817 -6.582825 -0.1 0.1 0.1
H 16.456320 -6.804452 -5.297892 0.2 -0.1 -0.1
H 14.880420 -6.721651 -6.064267 -0.1 0.1 -0.1
H 17.784350 -7.785641 -9.037586 -0.1 0.0 0.0
H 16.575522 -8.583914 -10.095372 0.0 0.3 0.2
H 18.103704 -9.340914 -9.803903 -0.1 -0.5 0.7
C 13.240913 -0.592856 -2.443888 -0.9 -0.3 -0.8
O 13.163378 0.227192 -1.299901 1.1 0.1 0.6
C 12.167544 0.129401 -0.434563 -1.0 0.3 -0.3
O 12.135750 0.712704 0.604762 0.2 0.2 0.4
O 11.151644 -0.605256 -0.923309 0.6 -0.4 -0.4
C 9.882391 -0.474194 -0.311795 -0.7 0.2 -0.4
H 13.181876 -1.654075 -2.218468 0.1 0.0 0.3
H 14.168671 -0.396335 -2.968407 0.2 0.2 0.2
H 12.400445 -0.356483 -3.100501 0.1 0.0 -0.1
H 9.923137 -0.348476 0.762435 0.2 -0.2 0.1
H 9.323517 -1.353779 -0.622212 0.0 -0.1 0.3
H 9.366616 0.385900 -0.747001 0.1 0.1 0.1
C 13.322714 -13.193534 -0.846329 0.3 0.0 0.7
O 12.410875 -13.296729 -1.962527 0.1 -0.2 0.9
C 12.827345 -12.815176 -3.094581 -0.7 -0.1 -0.2
O 13.897452 -12.250034 -3.260495 1.3 0.0 0.0
O 11.998474 -12.961758 -4.075571 -0.3 0.6 -1.2
C 10.713721 -13.599053 -3.956514 0.0 -1.1 0.9
H 13.355299 -12.174975 -0.457604 0.2 0.1 -0.5
H 14.294616 -13.590589 -1.133468 0.0 0.3 -0.1
H 12.972204 -13.792078 -0.007904 -0.5 -0.3 -0.5
H 10.223658 -13.350302 -3.022422 0.0 0.3 -0.1
H 10.899640 -14.673544 -3.952209 -0.1 0.0 -0.2
H 10.089417 -13.326644 -4.795571 0.2 0.3 -0.2
C 10.199890 -4.638772 -1.768551 0.2 0.8 0.1
O 8.961420 -4.205036 -1.208946 0.0 0.8 -0.4
C 8.100249 -5.131272 -0.825342 0.6 -0.3 -0.6
O 8.234144 -6.308833 -1.000856 -0.1 -0.7 0.1
O 7.087190 -4.517213 -0.264578 -0.7 0.5 0.9
C 5.929807 -5.281598 0.017246 -0.6 -1.3 -0.2
H 10.127594 -5.148044 -2.727562 -0.4 -0.5 0.3
H 10.715074 -5.164117 -0.973450 0.4 -0.4 -0.4
H 10.710443 -3.703940 -2.011673 0.1 0.0 0.3
H 6.044067 -6.205889 0.600336 0.9 0.4 0.1
H 5.522254 -5.669767 -0.922731 -0.3 0.5 0.1
H 5.245136 -4.668994 0.592155 0.0 0.3 -0.4
C 10.175183 -10.134651 -2.164350 -0.3 0.2 0.3
O 9.305568 -11.081131 -2.792109 0.1 -0.7 -0.6
C 8.024094 -10.777694 -3.074706 0.3 0.7 -0.1
O 7.509506 -9.727088 -2.832896 -0.4 0.1 0.0
O 7.485589 -11.813779 -3.708620 0.4 -0.8 -0.4
C 6.171735 -11.694336 -4.301208 0.3 0.6 0.6
H 9.866696 -9.098465 -2.305339 -0.3 -0.1 0.1
H 11.170738 -10.234151 -2.595946 -0.1 -0.3 0.0
H 10.199087 -10.395789 -1.108360 0.2 0.3 0.0
H 6.172016 -10.882961 -5.029609 -0.1 0.1 0.2
H 5.462885 -11.515265 -3.493021 -0.2 0.1 -0.3
H 5.955085 -12.624388 -4.813911 0.2 -0.2 0.2
C 11.201937 -1.188843 -7.137386 0.6 0.2 -0.3
O 10.323153 -2.141836 -7.712876 -1.6 1.0 0.8
C 10.800341 -3.117571 -8.425083 0.1 -0.4 0.4
O 11.933319 -3.234909 -8.763046 1.8 -0.2 -0.8
O 9.847326 -4.006174 -8.655707 -0.6 -0.1 0.0
C 10.240929 -5.118533 -9.444962 -0.3 -0.1 -0.4
H 10.867850 -0.176184 -7.355135 -0.4 -0.1 0.0
H 12.185103 -1.286789 -7.579062 0.0 -0.2 -0.1
H 11.262303 -1.356619 -6.064796 -0.1 0.0 0.0
H 9.483866 -5.878253 -9.278548 0.0 -0.1 0.1
H 11.232367 -5.474037 -9.188533 0.1 0.0 0.1
H 10.219486 -4.842619 -10.498740 0.1 0.0 0.0
C 17.508630 -4.307503 -2.454162 0.3 -0.2 -1.3
O 18.377294 -5.095263 -1.625848 -0.7 0.1 0.5
C 18.413616 -4.933407 -0.292935 0.5 0.3 0.1
O 17.863414 -4.136085 0.408829 -0.7 0.4 -0.5
O 19.280492 -5.822873 0.160763 0.7 -1.1 -0.1
C 19.631281 -5.766679 1.561083 -0.6 0.4 -0.5
H 16.806602 -3.605572 -2.025231 0.3 0.0 0.8
H 16.910839 -4.982660 -3.067995 0.0 -0.2 0.3
H 18.177561 -3.819247 -3.162209 -0.1 0.4 0.2
H 18.835872 -6.228926 2.142111 0.0 0.0 0.1
H 19.733065 -4.716390 1.824782 0.1 -0.1 0.3
H 20.559109 -6.313911 1.663278 0.1 0.0 0.0
C 18.651195 -0.271500 -6.854115 0.1 -0.3 0.0
O 17.489303 -0.438888 -6.051707 0.6 0.6 1.4
C 16.383430 -0.905350 -6.587645 0.1 0.5 0.3
O 16.292074 -1.343111 -7.681396 -0.2 -1.0 -2.2
O 15.399849 -0.772901 -5.732939 -0.3 0.2 1.3
C 14.085891 -1.093126 -6.150196 -0.2 -0.9 0.0
H 18.398003 0.271922 -7.760049 0.1 -0.1 -0.1
H 19.121930 -1.234467 -7.057991 -0.2 0.0 -0.3
H 19.365394 0.279688 -6.248713 -0.2 0.2 0.0
H 13.471570 -1.187267 -5.260392 0.1 0.6 0.2
H 13.981746 -2.091841 -6.579079 0.5 0.1 -0.4
H 13.723475 -0.353123 -6.851945 0.0 0.2 0.0
C 11.012679 -3.909055 3.962260 -0.7 0.2 0.3
O 12.038682 -3.283986 3.197386 0.3 0.0 0.1
C 12.732152 -4.127706 2.431956 0.1 0.5 -0.2
O 12.496395 -5.295790 2.299569 0.1 -0.4 0.0
O 13.710854 -3.442588 1.821491 0.0 0.2 0.3
C 14.670173 -4.262152 1.169631 0.3 -0.4 -0.7
H 11.385421 -4.607788 4.711055 0.3 -0.1 -0.3
H 10.293008 -4.397629 3.309244 0.1 -0.2 0.0
H 10.499554 -3.123719 4.510063 0.1 0.2 -0.2
H 14.186126 -4.821546 0.370242 -0.1 -0.4 0.2
H 15.187306 -4.898331 1.885689 -0.3 -0.3 0.0
H 15.452051 -3.697169 0.667015 -0.3 0.7 0.4
```
Positions in Å, forces in eV/Å.

E_LUMO = -5.24 eV
Net charge = +1
2S+1 = 1

***

| no. | highest occupied orbital energy (Ha) | Kohn-Sham gap (eV) |
| --- | --- | --- |
| 1 | -0.2957 | 7.82 |
| 2 | -0.4193 | 6.17 |